Computed, not measured: a molecular structure, C10H30AgO10, with the ωB97M-V functional and the def2-TZVPD basis.

```
51
Properties=species:S:1:pos:R:3:lowdin_charge:R:1
Ag 0.06 -0.76 0.77 0.834
O 2.43 -0.37 0.34 -0.084
O -0.38 0.57 -1.24 -0.116
O 0.31 2.16 1.19 -0.082
O 3.25 2.38 0.24 -0.087
O -0.11 3.06 -2.60 -0.044
O -0.99 0.02 3.03 -0.086
O 1.12 -2.44 1.90 -0.110
O -0.07 -2.23 -1.50 -0.123
O -2.73 -0.92 -2.15 -0.090
O -2.43 -1.09 0.73 -0.118
C -2.28 -2.22 -2.67 -0.160
C 2.45 3.09 1.24 -0.163
C 0.06 0.63 -2.54 -0.236
C -2.93 -1.22 2.05 -0.195
C 2.35 -2.49 1.27 -0.234
C 0.99 3.30 0.81 -0.232
C -2.37 -0.11 2.91 -0.253
C -1.30 -2.94 -1.66 -0.182
C -0.57 1.91 -3.23 -0.227
C 2.95 -1.10 1.34 -0.287
H 4.03 -1.16 1.19 0.130
H 2.15 -2.77 0.24 0.124
H -0.14 -0.25 -3.16 0.105
H 2.97 -3.22 1.80 0.136
H -1.65 -3.02 -0.63 0.108
H 0.67 4.21 1.32 0.131
H 3.08 3.94 1.48 0.123
H 1.14 -2.93 2.72 0.115
H -1.97 -0.52 -1.72 0.013
H -0.12 1.38 -0.80 0.066
H -0.24 2.45 1.91 0.094
H 2.44 2.43 2.11 0.115
H -2.81 0.81 2.53 0.126
H 0.45 -2.15 -2.31 0.090
H -1.64 1.83 -3.05 0.121
H 1.14 0.63 -2.67 0.129
H 2.89 0.47 0.28 0.060
H 0.82 3.56 -0.23 0.117
H -2.51 -2.17 2.35 0.127
H 2.79 -0.63 2.31 0.129
H -3.12 -2.86 -2.93 0.116
H -1.88 -1.99 -3.66 0.109
H -2.62 -0.22 3.97 0.130
H -0.76 0.86 3.43 0.093
H -4.02 -1.23 1.97 0.141
H -0.51 3.81 -3.06 0.103
H -0.34 1.81 -4.29 0.123
H -1.04 -3.91 -2.08 0.117
H 4.15 2.39 0.58 0.092
H -3.14 -0.78 0.17 0.089
```

Properties
- Net charge: +1
- E_LUMO: -2.4 eV
- Calculated total energy: -1298.0518 hartree
- Strongest force on any atom: 3.298 eV Å⁻¹
- Kohn-Sham gap: 9.8 eV